DFT (wB97M-V/def2-TZVPD) results for a 4-piece molecular cluster, C29H48BCl6FNO6 overall.

Each line ends with the Mulliken charge.
Positions of all 92 atoms, in Å:
C  2.340  2.992  -1.901  -0.876
C  1.131  3.699  -2.517  -0.729
C  0.578  3.067  -3.830  1.040
C  1.505  2.064  -4.507  -1.515
C  1.381  0.637  -3.907  0.470
C  0.033  0.023  -4.315  -0.802
C  -0.635  -0.911  -3.286  -1.227
C  -0.848  -0.290  -1.882  -0.159
B  -0.265  -1.179  -0.626  0.527
C  1.193  -1.900  -0.924  0.353
C  1.239  -3.405  -0.638  -1.375
F  2.197  -1.293  -0.112  -0.269
O  -1.368  -2.104  -0.210  -0.361
C  -2.115  -1.379  0.709  -0.450
C  -3.158  -2.187  1.497  0.967
C  -4.562  -1.609  1.231  -1.643
C  -3.091  -3.698  1.242  -0.246
C  -3.406  -4.156  -0.188  -1.144
C  -0.937  -0.804  1.594  0.422
O  -1.522  0.218  2.415  -0.392
N  -0.764  1.384  2.459  0.258
O  -1.114  2.052  3.360  -0.493
O  -0.489  -1.934  2.359  0.079
C  0.461  -1.724  3.279  0.130
O  0.629  -0.696  3.871  -0.656
C  1.289  -2.932  3.555  0.483
C  1.060  -4.135  2.845  0.049
C  1.856  -5.276  3.066  -0.874
C  2.901  -5.218  4.017  -0.340
C  3.113  -4.031  4.754  -0.787
C  2.311  -2.892  4.527  -0.319
O  -0.094  -0.353  0.671  -0.425
H  2.030  2.088  -1.380  0.039
H  3.150  2.817  -2.603  0.346
H  2.744  3.649  -1.124  0.420
H  0.322  3.633  -1.785  0.263
H  1.305  4.769  -2.651  0.393
H  -0.409  2.649  -3.633  0.505
H  0.413  3.892  -4.529  -1.004
H  1.237  1.968  -5.566  0.463
H  2.543  2.400  -4.502  0.360
H  1.519  0.691  -2.832  -0.375
H  2.165  0.044  -4.383  0.442
H  -0.702  0.812  -4.493  0.279
H  0.174  -0.489  -5.271  0.353
H  -0.124  -1.878  -3.265  0.345
H  -1.626  -1.112  -3.706  0.349
H  -0.432  0.728  -1.871  0.078
H  -1.927  -0.147  -1.775  0.213
H  1.554  -1.744  -1.942  0.630
H  0.271  -3.826  -0.370  -0.052
H  1.608  -3.963  -1.506  0.275
H  1.981  -3.576  0.143  0.377
H  -2.526  -0.455  0.282  0.140
H  -3.000  -2.037  2.568  0.261
H  -4.954  -1.879  0.253  0.286
H  -5.256  -1.874  2.032  0.385
H  -4.483  -0.520  1.271  0.404
H  -2.127  -4.076  1.583  -0.262
H  -3.837  -4.148  1.909  0.545
H  -2.484  -4.237  -0.761  0.146
H  -4.025  -3.440  -0.722  0.272
H  -3.867  -5.145  -0.179  0.384
H  0.258  -4.154  2.120  0.339
H  1.665  -6.166  2.481  0.406
H  3.518  -6.098  4.150  0.392
H  3.906  -4.013  5.492  0.387
H  2.490  -1.990  5.097  0.486
Cl  -0.558  5.682  -5.755  -0.179
C  0.421  6.857  -6.666  -0.468
C  1.280  6.183  -7.705  -0.475
Cl  2.571  5.201  -6.968  -0.167
H  1.025  7.414  -5.953  0.314
H  -0.268  7.547  -7.150  0.310
H  1.764  6.936  -8.325  0.333
H  0.689  5.532  -8.345  0.304
Cl  -5.186  3.532  7.409  -0.210
C  -3.936  2.539  6.603  -0.466
C  -3.927  2.723  5.110  -0.013
Cl  -5.384  2.040  4.340  -0.200
H  -4.111  1.501  6.874  0.335
H  -2.976  2.848  7.013  0.309
H  -3.069  2.207  4.685  -0.069
H  -3.867  3.774  4.838  0.352
Cl  5.716  -0.776  3.342  -0.237
C  4.291  0.287  3.540  -0.321
C  3.409  0.307  2.320  0.218
Cl  4.183  1.108  0.939  -0.204
H  4.656  1.282  3.784  0.414
H  3.725  -0.096  4.388  0.208
H  2.497  0.859  2.539  0.030
H  3.131  -0.693  2.000  -0.085

Summary:
net charge	-1
Kohn-Sham gap	7.511	eV
HOMO energy	-5.47	eV



DFT (wB97M-V/def2-TZVPD) results for C17H38NO3PReSe2 as an isolated structure.

Each line ends with the natural charge from an NBO analysis.
Positions of all 63 atoms, in Å:
Re  -0.208  -0.109  -0.781  0.423
O  0.225  -6.128  -1.749  -0.727
C  1.048  -5.072  -2.193  -0.048
C  0.860  -3.873  -1.237  -0.130
C  1.427  -4.302  0.118  -0.079
O  0.995  -3.415  1.143  -0.752
C  1.637  -2.727  -1.896  -0.581
Se  1.869  -1.095  -0.838  0.343
C  -0.653  -3.634  -1.151  -0.555
Se  -1.401  -2.039  -0.271  0.367
H  0.359  -6.901  -2.308  0.498
H  0.777  -4.764  -3.210  0.175
H  2.107  -5.360  -2.192  0.185
H  2.522  -4.317  0.052  0.179
H  1.073  -5.315  0.320  0.213
H  1.136  -3.854  1.989  0.493
H  1.180  -2.432  -2.841  0.234
H  2.657  -3.054  -2.106  0.253
H  -1.108  -4.439  -0.577  0.273
H  -1.102  -3.630  -2.145  0.244
C  -0.021  0.375  4.176  -0.615
C  0.350  -0.268  2.835  -0.533
C  1.787  -0.796  2.873  -0.620
P  0.099  0.827  1.376  1.232
C  -1.476  1.799  1.527  -0.536
C  -1.480  3.013  2.459  -0.615
C  -2.649  0.855  1.828  -0.614
C  1.556  1.933  1.177  -0.543
C  1.352  2.779  -0.087  -0.599
C  1.961  2.778  2.384  -0.617
H  0.194  -0.348  4.963  0.245
H  -1.074  0.630  4.248  0.218
H  0.569  1.266  4.386  0.218
H  -0.327  -1.107  2.645  0.252
H  2.492  -0.005  3.128  0.214
H  2.089  -1.261  1.938  0.231
H  1.859  -1.551  3.656  0.239
H  -1.615  2.178  0.504  0.219
H  -1.195  2.761  3.477  0.227
H  -2.493  3.417  2.491  0.240
H  -0.828  3.807  2.102  0.216
H  -2.644  0.525  2.866  0.227
H  -2.655  -0.037  1.199  0.206
H  -3.587  1.382  1.657  0.242
H  2.367  1.224  0.975  0.248
H  0.492  3.445  0.001  0.218
H  1.228  2.142  -0.974  0.174
H  2.236  3.389  -0.274  0.255
H  1.182  3.465  2.701  0.223
H  2.833  3.374  2.110  0.242
H  2.247  2.167  3.237  0.226
C  -2.998  2.473  -3.445  -0.431
N  -1.564  2.590  -3.740  -0.296
C  -1.127  3.576  -4.736  -0.414
C  -0.702  1.866  -3.104  0.542
O  -1.066  1.017  -2.215  -0.738
H  -3.551  3.002  -4.215  0.244
H  -3.221  2.915  -2.475  0.232
H  -3.292  1.426  -3.440  0.241
H  -1.817  3.552  -5.576  0.241
H  -0.129  3.334  -5.092  0.230
H  -1.128  4.574  -4.300  0.235
H  0.348  1.976  -3.374  0.189

Summary:
net charge	+2
Kohn-Sham gap (alpha / beta)	7.017 / 6.634	eV
HOMO energy (alpha / beta)	-13.82 / -14.12	eV
spin multiplicity	2



DFT (wB97M-V/def2-TZVPD) results for C4H8N2O as an isolated structure.

Each line ends with the natural charge from an NBO analysis.
Positions of all 15 atoms, in Å:
O  1.139  -0.011  1.034  -0.583
C  1.455  -0.159  -0.180  0.640
N  0.589  -0.903  -0.969  -0.647
C  -0.573  -1.203  -0.138  -0.268
C  -0.688  0.051  0.708  0.105
C  -1.013  1.271  0.061  -0.634
N  2.366  0.562  -0.613  -0.754
H  1.036  -1.703  -1.401  0.400
H  -1.459  -1.361  -0.766  0.209
H  -0.452  -2.071  0.527  0.200
H  -0.912  -0.049  1.764  0.234
H  -2.148  0.862  0.196  0.247
H  -0.920  2.187  0.633  0.249
H  -0.805  1.347  -0.998  0.256
H  2.796  1.114  0.126  0.346

Summary:
Kohn-Sham gap	9.389	eV
HOMO energy	-8.68	eV



Number 1: total energy -123157.4292 eV. Number 2: total energy -167975.3970 eV. Number 3: total energy -9302.9590 eV.